Density functional theory data (the ωB97M-V functional and the def2-TZVPD basis) for 11 unconnected molecules or ions with the total composition C61H70F8O14S7.

Results
LUMO = -1.3 eV
HOMO = -0.308 hartree
Frontier orbital gap = 7.08 eV

Last column: Mulliken charge in e.
Positions of all 160 atoms, in Å:
C 0.48465 -4.08611 -4.70785  -1.1230
C -0.16119 -5.45465 -5.00207  1.1441
C 0.83604 -6.40479 -5.74729  0.0958
F 1.26020 -5.76016 -6.82205  -0.2782
F 1.92570 -6.83697 -5.07524  -0.2227
F -0.49432 -6.12175 -3.87919  -0.2832
F -1.40229 -5.32869 -5.59005  -0.3317
O 1.56387 -4.17077 -3.75666  -0.4144
C 1.24980 -3.66779 -2.45448  0.9728
C 2.48644 -4.05129 -1.64765  -0.1536
F 2.50109 -3.40424 -0.46853  -0.1412
F 2.81226 -5.29890 -1.51405  -0.2527
F 0.89920 -2.34392 -2.52315  -0.1181
F 0.20287 -4.37887 -1.93035  -0.2443
H -0.30648 -3.35954 -4.52263  0.4171
H 1.02489 -3.67980 -5.56292  0.4110
H 0.45816 -7.29890 -6.24315  0.2688
H 3.39472 -3.68177 -2.12365  0.2041
C -6.09821 -2.08053 3.24425  -0.7204
S -6.61273 -0.59217 2.21205  0.2416
O -5.60893 0.52722 2.56036  -0.4795
C -6.05103 -1.09219 0.53842  -0.6905
H -5.18168 -2.53200 2.86446  -0.0085
H -6.94739 -2.75986 3.16998  0.4647
H -6.07811 -1.64403 4.24283  0.3354
H -6.25223 -0.37957 -0.26146  0.4101
H -6.50645 -2.05083 0.29004  0.5645
H -5.01096 -1.41309 0.59649  -0.1291
C 0.23776 3.20981 -5.53406  -0.8184
S -0.64663 1.73019 -4.81744  0.7472
O -0.52870 0.44531 -5.62698  -0.6559
C 0.21466 1.59434 -3.18313  -0.2083
H -0.26235 3.89204 -6.22149  0.3459
H 1.16692 2.96645 -6.04937  0.4001
H 0.69259 3.82679 -4.75910  0.0118
H 0.38339 2.63142 -2.89314  -0.2200
H 1.20271 1.13529 -3.21673  0.4578
H -0.27983 1.17642 -2.30625  -0.0952
C 1.34464 -1.13258 1.06779  -0.8823
S -0.16625 -0.05474 1.17273  1.0156
O 0.20228 1.14446 0.34807  -0.5982
C -1.36822 -0.99071 0.22649  -0.5218
H 2.14168 -0.68072 1.65827  0.0647
H 1.73834 -1.19184 0.05310  0.2721
H 1.15777 -2.17354 1.33157  0.3550
H -2.25295 -0.64539 0.76140  -0.2089
H -1.24631 -2.04931 0.45583  0.4791
H -1.28518 -0.67606 -0.81380  0.1080
C -4.28155 -5.29958 0.40287  -0.6517
S -4.23560 -4.58479 -1.29655  0.4871
O -3.46824 -3.27004 -1.07612  -0.4596
C -3.12034 -5.73265 -2.18609  -0.8889
H -5.04117 -6.04781 0.62921  0.4380
H -4.47391 -4.48726 1.10374  -0.0757
H -3.32976 -5.73503 0.70717  0.3053
H -3.54452 -6.71809 -1.99355  0.4905
H -2.08030 -5.83859 -1.87755  0.1787
H -3.18636 -5.47140 -3.24226  0.2848
C 2.91670 3.24243 -0.62482  -0.7289
S 4.08996 3.79620 -1.95829  0.3886
O 3.57458 3.15356 -3.25851  -0.6153
C 3.57128 5.58877 -2.03805  -0.7284
H 2.65807 2.18360 -0.61583  0.1710
H 1.95678 3.75879 -0.63084  0.2437
H 3.42851 3.44232 0.31655  0.4883
H 2.66501 5.59055 -2.64368  -0.0005
H 4.32018 6.11607 -2.62897  0.3966
H 3.43080 6.23297 -1.17008  0.3641
C -3.94727 0.11942 -5.53548  -0.6527
S -5.13181 0.12840 -4.13793  0.6718
O -6.23023 -0.84007 -4.63882  -0.7556
C -4.11163 -0.77591 -2.91692  0.0211
H -3.77522 1.17108 -5.76462  0.2212
H -4.50784 -0.23083 -6.40219  0.3805
H -3.05473 -0.40652 -5.19656  0.0995
H -3.16523 -0.25508 -2.77142  0.0276
H -3.83875 -1.80479 -3.15150  0.4237
H -4.54836 -0.66749 -1.92414  -0.4204
C 1.22187 2.60107 3.24655  0.4761
S 1.39301 4.42312 3.61102  0.3361
O 2.44556 4.85640 2.53648  -0.6065
C -0.22698 5.04218 3.03674  -0.2807
H 0.65219 2.37938 2.34409  -0.4902
H 0.77375 2.04470 4.06980  0.1344
H 2.14147 2.04021 3.07957  0.0109
H -0.38968 6.11949 3.06879  0.4705
H -0.93546 4.38304 3.53843  0.0927
H -0.27665 4.79556 1.97617  -0.0960
C -2.77675 7.05959 -5.65569  -0.4274
C -1.48276 7.20384 -5.27428  -0.9402
C -1.00901 6.51487 -4.12493  -0.3553
C -1.84070 5.64504 -3.42316  0.4210
C -3.14130 5.43367 -3.95186  0.6666
C -3.64867 6.14874 -5.06360  -0.6754
C -4.05666 4.49375 -3.30741  0.4338
O -5.22434 4.35656 -3.78868  -0.7473
C -3.62059 3.75557 -2.12150  0.0768
C -4.47542 2.83457 -1.48742  -0.5928
C -4.09521 2.30125 -0.24860  -0.9504
C -2.81797 2.53956 0.29826  0.0732
C -2.05722 3.52857 -0.27133  -0.3246
C -2.38722 4.13724 -1.47887  -0.1581
C -1.40614 5.06521 -2.13595  0.3609
O -0.26436 5.26663 -1.69638  -0.7552
H -3.11896 7.50533 -6.57797  0.3438
H -0.80424 7.87513 -5.77963  0.4537
H -0.04095 6.76458 -3.71639  0.4845
H -4.61889 5.91462 -5.47624  0.4896
H -5.42731 2.63455 -1.95677  0.6126
H -4.74562 1.54343 0.16259  0.4752
H -2.51858 2.02879 1.20152  0.7523
H -1.05898 3.69600 0.10533  0.1605
C 1.88355 -4.17690 4.72350  -0.8880
C 2.57381 -3.45132 5.74042  -0.1270
C 2.01080 -2.41777 6.31561  -1.1260
C 0.71571 -1.97021 5.88223  0.4928
C 0.00305 -2.65497 4.82925  0.3798
C 0.63204 -3.75874 4.25262  -0.7649
C -1.29389 -2.11371 4.23401  0.3659
O -1.93181 -2.74603 3.41700  -0.6727
C -1.59158 -0.65853 4.61035  0.4081
C -2.69105 -0.06716 4.00359  -0.4830
C -2.93771 1.27309 4.28188  -0.7622
C -2.08095 2.06063 5.14005  -0.8902
C -1.09076 1.38485 5.78876  -0.4253
C -0.90468 0.02653 5.58164  0.6319
C 0.18910 -0.66081 6.45396  0.1387
O 0.67550 -0.07307 7.39790  -0.6333
H 2.40404 -5.00705 4.26926  0.4053
H 3.59092 -3.72402 5.98026  0.4668
H 2.56251 -1.87554 7.06928  0.6155
H 0.27662 -4.20645 3.33631  0.5119
H -3.32297 -0.54560 3.26998  0.5047
H -3.77978 1.67061 3.73480  0.6922
H -2.27270 3.06862 5.47710  0.6477
H -0.44254 1.88506 6.49304  0.5211
C 5.78314 -1.95411 6.42701  -0.5372
C 6.81172 -2.80139 6.17107  -0.6313
C 7.43482 -2.74543 4.89308  -0.7497
C 6.87357 -1.95605 3.85712  0.3582
C 5.73644 -1.11815 4.15370  0.4468
C 5.23852 -1.12815 5.49581  -0.6415
C 5.14994 -0.21438 3.08932  0.1908
O 4.11880 0.39208 3.39030  -0.6218
C 5.77466 -0.24124 1.72838  0.5506
C 5.36214 0.71812 0.84269  -0.0325
C 5.97132 0.81100 -0.40763  -0.3810
C 6.93143 -0.10752 -0.79882  -0.8234
C 7.44050 -0.99360 0.18012  -0.6233
C 6.86348 -1.15735 1.42255  0.1657
C 7.43482 -2.05327 2.51392  0.4932
O 8.33314 -2.83811 2.25938  -0.6617
H 5.43299 -1.81108 7.43861  0.3864
H 7.17428 -3.35092 7.02720  0.4314
H 8.22962 -3.40833 4.58445  0.4913
H 4.35807 -0.55068 5.73609  0.5531
H 4.56149 1.41633 1.03726  0.5051
H 5.64420 1.56253 -1.11091  0.2215
H 7.44564 -0.16863 -1.74659  0.4724
H 8.18294 -1.66575 -0.22411  0.4104

Atomic forces in eV per Å
0.372 0.401 -0.691
0.291 -0.839 0.862
-0.817 -1.502 -1.482
1.037 1.912 -1.415
-0.300 0.793 0.960
0.475 -0.159 1.081
1.502 0.361 -0.881
-1.545 0.917 1.909
-0.584 -2.156 -2.004
3.091 3.715 -1.088
-0.856 -0.204 1.222
-1.361 -2.714 0.648
0.697 -1.598 0.591
0.054 0.975 -0.182
0.081 -0.026 0.697
-0.492 -0.424 -0.476
-1.229 -0.323 1.046
-0.365 0.838 -0.845
-0.944 0.985 -1.248
2.139 1.160 -0.015
-1.289 -1.377 -0.220
-0.012 -1.566 0.648
0.087 0.207 0.335
0.120 -0.191 0.052
0.402 -0.212 -0.060
-0.059 0.185 0.484
-0.637 0.065 -0.136
0.347 0.696 0.050
1.874 -0.213 0.121
-1.074 -0.346 0.249
0.628 1.520 0.756
0.991 0.832 -0.261
-0.956 -0.613 0.227
-0.066 -0.842 -0.256
-0.618 -0.063 0.610
0.072 0.169 -0.063
0.032 -0.040 -0.500
-0.852 -0.385 -0.642
-0.329 0.049 -0.472
1.907 -0.442 -0.093
-0.250 0.109 0.043
0.309 0.238 1.036
-0.265 0.009 0.364
-0.425 0.438 -0.259
-0.200 0.158 0.519
-0.561 -0.148 -0.738
-0.070 -0.026 -0.432
-0.193 -0.325 0.074
0.325 -0.351 0.354
1.490 1.367 0.930
-0.920 -1.519 -0.354
-0.513 -0.448 0.553
-0.200 -0.064 -0.698
0.035 0.343 -0.408
0.210 0.133 -0.315
-0.314 -0.123 -0.376
-0.065 0.783 0.312
-0.025 -0.055 0.118
0.284 0.433 0.196
-2.017 -0.635 -0.651
0.722 1.125 1.568
0.091 -0.034 -0.865
0.490 -0.162 -0.647
0.178 0.359 -0.238
-0.100 0.293 0.132
-0.169 -0.184 0.171
0.249 -0.336 -0.155
-0.018 -0.837 0.563
-0.485 0.941 0.682
-1.151 -2.203 -1.045
1.302 1.357 1.129
0.480 0.663 0.254
0.585 0.020 0.199
0.217 -0.684 0.311
0.001 0.033 -0.744
0.182 0.388 -0.420
-0.584 0.016 -0.182
-0.476 -0.427 -0.197
-0.784 -0.335 0.123
2.436 -0.147 -2.475
-1.899 -0.393 1.930
0.362 -1.318 -0.913
-0.293 0.573 -0.099
-0.349 0.425 0.204
0.731 1.001 0.168
0.265 -0.190 0.819
-0.405 0.527 0.216
0.102 -0.162 -0.111
-1.432 -0.740 -1.475
1.466 -0.508 1.922
-0.504 0.765 -0.407
-0.641 0.936 -1.277
-0.148 0.662 -0.262
1.805 -0.512 1.075
-3.714 -0.736 -1.688
3.054 0.065 1.544
0.891 0.418 1.492
0.991 0.955 0.367
0.430 -0.812 -0.965
-1.950 0.343 -0.178
1.386 -0.179 -0.622
-1.114 -0.598 -0.321
1.284 -0.573 0.407
-1.866 -0.291 -0.443
-0.009 0.475 0.013
-0.061 0.049 -0.122
0.178 -0.225 -0.064
-0.033 0.117 0.241
-0.045 -0.158 0.046
-0.016 0.079 0.482
0.124 0.014 0.048
0.064 0.242 0.167
0.078 0.922 0.412
0.648 -3.520 -2.501
-2.821 3.095 0.882
-0.205 -0.268 -0.057
0.811 0.982 1.093
1.293 -0.236 0.183
1.234 0.714 0.474
0.102 0.370 0.446
-1.092 -2.019 -0.422
0.426 1.495 0.110
0.538 0.879 0.131
-1.701 -1.525 -0.735
0.316 -0.188 0.496
2.004 -0.699 1.166
-0.254 0.505 -1.532
-0.241 -0.754 -0.394
-0.128 -0.072 -0.185
0.023 -0.220 0.099
-0.309 0.329 0.118
-0.532 -0.170 0.186
0.061 -0.274 0.101
-0.147 0.479 0.255
-0.239 0.239 -0.638
-0.009 -0.015 0.178
-0.628 0.790 1.157
1.868 0.130 -1.353
-1.474 -0.353 0.018
-1.416 0.609 2.300
1.279 -0.640 0.674
-0.283 0.546 -2.923
-1.431 -0.909 1.274
1.300 -0.228 -0.998
0.896 -0.703 1.099
0.220 0.245 -1.111
-0.063 -0.349 -0.911
0.613 -0.178 1.830
-0.601 -0.809 -1.351
-0.992 1.768 1.009
0.508 -0.179 -1.739
-0.375 0.445 0.025
-0.213 -0.448 0.207
0.414 -0.418 -0.358
0.227 0.029 0.294
0.129 0.345 -0.072
-0.016 -0.084 0.528
-0.098 0.091 -0.028
-0.374 0.494 -0.250
0.382 -0.200 0.663